ORCA calculation (ωB97M-V/def2-TZVPD) on a 2-piece molecular cluster, C4H11NO overall.

Energy above the lowest of the compared OMol25 structures with the same formula, charge and spin (kJ/mol): 62.5
HOMO level (eV): -10.2
LUMO level (eV): 0.9
HOMO-LUMO gap (eV): 11.0
SMILES string: NC=O.CCC
Calculated total energy (eV): -7863.906

Last column: Löwdin charge in e.
Atoms and positions in Å:
1 C -2.9259 -1.7329 -0.3041  -0.1348
2 C -3.0285 -0.2495 -0.0210  -0.3354
3 C -2.5402 0.6495 -1.1583  -0.1164
4 H -1.8942 -1.8695 -0.6291  0.0715
5 H -3.0641 -2.3490 0.5867  0.0661
6 H -3.5937 -2.1467 -1.0472  0.0637
7 H -3.9687 0.0790 0.4138  0.0920
8 H -2.3504 -0.0974 0.8255  0.0938
9 H -3.0629 1.6007 -1.1055  0.0635
10 H -2.7320 0.1922 -2.1306  0.0680
11 H -1.4629 0.7969 -1.0836  0.0687
12 C 3.1378 0.1485 0.2820  -0.4248
13 N 3.3414 0.4029 1.6048  0.1060
14 O 2.5862 0.9042 -0.4850  0.0112
15 H 3.5250 -0.8064 -0.0733  0.1183
16 H 3.1282 1.3325 1.9289  0.0989
17 H 3.3265 -0.3307 2.2915  0.0898